{
  "formula": "C22H40FN5O3Si",
  "method": "ωB97M-V/def2-TZVPD",
  "elements": ["C", "C", "O", "C", "C", "O", "C", "Si", "F", "N", "C", "O", "H", "H", "H", "H", "H", "H", "H", "H", "H", "H", "H", "H", "C", "C", "C", "C", "N", "H", "H", "H", "H", "H", "H", "H", "C", "C", "C", "C", "N", "H", "H", "H", "H", "H", "H", "H", "C", "C", "C", "C", "N", "H", "H", "H", "H", "H", "H", "H", "C", "C", "C", "C", "N", "H", "H", "H", "H", "H", "H", "H"],
  "xyz": [[-4.185440, 0.297075, -4.749073], [-3.160440, 1.497375, -5.302256], [-1.896737, 0.817563, -5.642706], [-0.777762, 1.269503, -4.799152], [-0.813364, 0.674366, -3.253371], [-0.025081, -0.552639, -3.061975], [0.550768, -0.646803, -1.711741], [-0.761455, -0.667842, -0.280910], [-0.468866, -1.894971, 0.956705], [-0.905441, 1.017081, 0.332125], [-2.205396, 1.240415, 0.802698], [-3.247163, 1.489557, 1.628687], [-4.018921, 0.061954, -3.602933], [-5.317303, 0.568487, -4.875664], [-3.871056, -0.700269, -5.322884], [-3.634483, 2.114170, -6.189348], [-2.971264, 2.188427, -4.348093], [-0.839245, 2.450609, -4.757269], [0.251245, 1.025623, -5.349609], [-1.944430, 0.427479, -3.031557], [-0.415391, 1.564075, -2.564589], [1.283172, 0.263223, -1.467275], [1.179698, -1.652578, -1.575385], [-2.061484, -1.000903, -0.914211], [-0.111417, -2.428804, 4.081161], [-0.092100, -1.736966, 5.438440], [1.287152, -1.745331, 6.097924], [1.744488, -3.103971, 6.414423], [2.104844, -4.181796, 6.651473], [0.146689, -3.489309, 4.167608], [-1.111303, -2.364861, 3.640115], [0.595869, -1.957031, 3.391747], [-0.828528, -2.213189, 6.097058], [-0.410564, -0.695969, 5.304621], [1.240079, -1.160970, 7.024457], [2.015095, -1.248911, 5.446423], [3.549326, -6.207722, 5.122012], [3.848032, -7.351344, 4.160698], [4.969288, -7.028907, 3.172697], [4.616605, -5.924947, 2.271520], [4.335614, -5.043845, 1.569768], [3.200369, -5.316840, 4.589733], [2.764843, -6.502884, 5.826175], [4.440301, -5.938227, 5.697904], [2.931962, -7.616384, 3.618978], [4.138540, -8.232598, 4.745501], [5.181614, -7.922692, 2.574179], [5.888441, -6.786439, 3.717814], [-6.333476, 5.295443, 2.530591], [-5.060253, 5.774024, 3.216949], [-3.803689, 5.552978, 2.374623], [-3.535198, 4.129085, 2.138668], [-3.335294, 3.001784, 1.946355], [-6.309738, 4.216088, 2.348405], [-7.203297, 5.507223, 3.160622], [-6.475475, 5.803794, 1.571670], [-4.959822, 5.268287, 4.184954], [-5.157987, 6.846217, 3.426354], [-2.946103, 5.995141, 2.895387], [-3.898990, 6.078266, 1.417660], [3.973024, 1.269039, -5.700942], [4.122479, 2.458517, -6.641170], [3.485307, 3.737796, -6.098232], [2.029776, 3.615449, -5.950946], [0.880592, 3.507895, -5.826194], [2.920668, 1.009202, -5.546692], [4.474000, 0.391281, -6.121588], [4.421790, 1.482736, -4.725720], [3.688791, 2.204945, -7.616111], [5.191281, 2.641624, -6.805897], [3.705119, 4.562466, -6.786534], [3.937095, 3.999681, -5.134857]],
  "atomic_forces_ev_per_a": [[0.5, -0.3, -0.2], [-0.7, -0.8, 2.0], [-0.1, 1.4, 1.1], [0.6, 0.7, 0.2], [-0.6, 1.1, -0.5], [0.1, 1.2, 1.3], [1.7, -0.2, 1.0], [-0.4, -0.8, 0.6], [-0.3, 2.6, -2.4], [-6.0, 1.7, 2.3], [-0.4, -4.4, 3.4], [8.3, -10.6, -9.5], [-0.2, 0.7, -2.3], [2.2, -0.6, 0.0], [-1.0, 2.3, 1.1], [1.2, -1.4, 1.7], [-0.4, -1.1, -2.3], [0.2, -2.6, 0.2], [-2.4, 0.2, 1.2], [2.2, 0.7, -0.2], [-0.8, -2.1, -1.2], [-1.3, -1.8, -0.8], [-1.3, 2.2, -0.9], [0.2, -0.3, 0.3], [-0.1, 0.0, 0.0], [-0.4, -0.1, -0.3], [-0.2, 0.3, 0.2], [0.6, -1.2, 0.2], [-0.7, 1.7, -0.1], [0.0, 0.1, 0.0], [0.2, 0.0, 0.0], [-0.1, -0.1, 0.0], [0.2, 0.1, 0.0], [0.1, -0.1, 0.1], [0.2, -0.2, -0.1], [0.0, -0.2, 0.1], [-0.1, -0.2, -0.1], [-0.3, 0.0, 0.3], [0.0, -0.4, -0.1], [-0.2, 1.1, -0.8], [0.4, -1.2, 0.9], [0.1, -0.2, 0.1], [0.2, 0.2, -0.1], [-0.1, 0.0, 0.0], [0.2, 0.0, 0.0], [0.0, 0.1, -0.2], [0.0, 0.2, -0.1], [-0.1, 0.1, -0.1], [-0.1, -0.1, 0.0], [-0.5, 0.0, 0.2], [0.1, 0.4, 0.1], [0.0, -0.3, -0.4], [-1.2, 12.6, 4.4], [0.0, 0.1, 0.0], [0.1, 0.0, -0.1], [0.0, -0.1, 0.1], [0.1, 0.1, -0.2], [0.2, -0.2, 0.0], [0.0, -0.2, -0.2], [0.0, -0.2, 0.0], [0.0, -0.1, 0.0], [0.2, -0.4, -0.1], [0.2, 0.1, -0.3], [-1.3, 0.0, 0.3], [1.8, 0.5, -0.4], [0.1, 0.0, 0.0], [-0.1, 0.1, 0.1], [-0.1, 0.0, -0.1], [0.0, 0.2, 0.1], [-0.2, 0.1, 0.0], [-0.2, 0.0, 0.2], [-0.2, 0.0, -0.1]],
  "gap_ha": 0.276,
  "e_tot_ha": -1750.7762,
  "e_lumo_ev": 0.20
}



{
  "formula": "C26H52Br2N4O7P",
  "method": "ωB97M-V/def2-TZVPD",
  "elements": ["C", "C", "C", "C", "C", "C", "C", "C", "N", "C", "N", "C", "C", "C", "C", "C", "N", "C", "C", "O", "C", "O", "O", "C", "C", "Br", "C", "C", "Br", "O", "C", "C", "C", "N", "P", "O", "H", "H", "H", "H", "H", "H", "H", "H", "H", "H", "H", "H", "H", "H", "H", "H", "H", "H", "H", "H", "H", "H", "H", "H", "H", "H", "H", "H", "H", "H", "H", "H", "H", "H", "H", "H", "H", "H", "H", "H", "H", "H", "H", "H", "H", "H", "H", "H", "O", "C", "C", "O", "H", "H", "H", "H"],
  "xyz": [[5.846988, 2.348309, -0.398940], [5.145460, 2.654251, -1.722200], [4.472734, 1.421954, -2.376127], [2.936911, 1.528890, -2.536546], [2.237058, 0.407314, -1.738758], [2.410510, 0.643885, -0.235557], [1.232451, 0.266448, 0.708527], [1.743166, 0.761162, 2.080951], [0.727760, 0.956088, 3.105095], [1.321818, 0.948002, 4.441847], [0.082948, 1.155543, 0.296739], [-1.203916, 0.578064, -0.333408], [-1.490427, 1.571704, -1.487375], [-1.833539, 3.027416, -1.091087], [-3.261216, 3.441925, -1.456122], [-4.330042, 3.083274, -0.440049], [-4.097464, 3.771486, 0.843282], [-5.014208, 3.340880, 1.858578], [-4.581364, 3.696297, 3.251972], [-6.040075, 2.736366, 1.617571], [-2.294155, 0.662682, 0.706494], [-1.853941, 0.031970, 1.908321], [-2.443896, 0.680840, 3.018123], [-0.945017, -0.800638, -0.981930], [-2.112085, -1.766777, -1.324485], [-3.696831, -0.887680, -2.103651], [-2.598098, -2.884450, -0.412042], [-1.537867, -3.926178, -0.064405], [-3.737362, -2.397124, 1.105712], [0.071345, -1.616355, -0.422696], [0.942398, -1.244815, 0.645806], [2.202616, -2.081552, 0.295979], [3.304432, -2.122327, 1.307867], [4.447973, -1.601434, 1.078814], [0.310578, -2.109104, 2.198625], [1.095346, -1.891743, 3.444092], [6.823244, 1.899551, -0.558905], [5.954640, 3.268381, 0.173579], [5.274043, 1.658729, 0.221049], [4.399019, 3.434998, -1.589777], [5.905573, 3.045056, -2.397432], [4.725727, 0.547549, -1.775931], [4.929824, 1.243747, -3.346925], [2.587012, 2.504836, -2.208209], [2.713358, 1.336714, -3.583519], [1.198602, 0.348397, -2.062898], [2.715272, -0.506117, -2.082173], [3.331370, 0.216863, 0.148857], [2.546415, 1.722675, -0.109537], [2.490181, 0.066981, 2.453841], [2.274933, 1.708429, 1.933771], [0.349398, 1.896241, 2.990262], [2.156596, 1.659419, 4.503818], [1.715811, -0.038071, 4.659754], [0.575769, 1.203812, 5.187028], [0.469305, 1.842220, -0.355973], [-0.232979, 1.744793, 1.081258], [-0.589223, 1.600117, -2.101092], [-2.271783, 1.207408, -2.140154], [-1.171030, 3.693869, -1.643388], [-1.628276, 3.243752, -0.042790], [-3.559576, 2.964754, -2.390897], [-3.302980, 4.513382, -1.655416], [-5.294357, 3.389351, -0.854440], [-4.429553, 2.012949, -0.288887], [-4.333143, 4.748559, 0.685546], [-3.846113, 2.972969, 3.595414], [-4.074728, 4.661098, 3.223752], [-5.434393, 3.740671, 3.917004], [-3.235740, 0.217696, 0.391664], [-2.514769, 1.696299, 0.974774], [-1.744283, 1.278707, 3.328138], [-0.561701, -0.546086, -1.972826], [-1.729273, -2.323783, -2.177288], [-3.309420, -3.406752, -1.045472], [-1.883190, -4.914550, -0.352564], [-0.615719, -3.787055, -0.612651], [-1.381621, -3.966464, 1.011690], [2.569186, -1.836830, -0.691115], [1.817912, -3.100897, 0.213842], [3.134494, -2.669164, 2.233746], [5.066886, -1.764681, 1.868552], [-1.067038, -1.908332, 2.345192], [0.434383, -3.447029, 1.792324], [-1.089140, -7.783729, -4.588436], [-1.295680, -7.170819, -3.435553], [-0.054367, -6.202803, -2.990376], [-0.267255, -5.585344, -1.823275], [-1.433114, -7.832668, -2.543947], [-2.177090, -6.475503, -3.400377], [0.075756, -5.533589, -3.873341], [0.831837, -6.875281, -3.028310]],
  "atomic_forces_ev_per_a": [[-0.4, 0.2, 0.1], [0.2, -0.5, -0.1], [0.2, 0.5, 0.2], [0.5, -1.2, 0.1], [0.5, 0.6, -0.4], [-0.6, 0.3, -0.4], [1.7, 0.3, 0.2], [-0.3, 0.2, 0.4], [-0.3, 0.0, 0.0], [0.4, 0.0, -0.1], [-0.7, -0.3, 0.0], [-0.2, 0.4, -0.5], [0.0, 0.6, 0.2], [0.1, 0.1, -0.4], [-0.1, -0.3, 0.2], [-0.5, 0.5, -0.3], [-0.7, -0.7, -0.2], [-0.7, -0.3, 0.0], [0.1, 0.5, -0.3], [0.9, 0.1, 0.1], [-0.4, 0.1, 1.1], [0.4, 0.2, -0.3], [-0.5, 0.1, 0.0], [0.3, 0.0, -0.3], [-0.2, 0.0, 0.2], [0.1, 0.0, -0.1], [-0.1, -0.7, -0.6], [-0.4, -0.1, 0.7], [0.1, 0.1, 0.1], [-0.1, 0.3, 0.3], [-0.5, -0.3, 0.0], [-0.1, -0.3, 0.3], [1.0, 0.1, 0.1], [-0.7, 0.0, -0.1], [0.0, -0.3, 0.8], [0.3, 0.2, 0.0], [0.1, 0.0, 0.0], [0.3, 0.0, 0.1], [-0.1, -0.1, 0.0], [0.0, 0.1, 0.1], [-0.1, 0.2, -0.1], [-0.1, -0.1, 0.0], [0.0, 0.0, -0.1], [-0.2, 0.2, -0.2], [-0.3, 0.5, -0.1], [-0.1, 0.0, 0.2], [-0.2, -0.3, 0.2], [0.0, -0.3, 0.0], [-0.1, 0.1, 0.1], [-0.1, -0.2, 0.0], [0.1, 0.0, -0.3], [0.0, 0.1, -0.1], [0.0, 0.1, 0.2], [-0.1, -0.2, 0.0], [-0.1, 0.0, 0.1], [0.0, -0.1, -0.1], [0.1, -0.4, 0.2], [0.1, -0.2, -0.1], [-0.1, -0.3, 0.1], [0.2, 0.0, 0.0], [-0.1, 0.1, 0.1], [0.1, 0.0, -0.1], [0.1, 0.1, 0.1], [-0.1, -0.1, 0.0], [0.2, -0.1, 0.2], [0.6, 0.2, 0.2], [0.0, -0.2, 0.0], [0.0, 0.1, 0.1], [-0.1, -0.1, 0.1], [0.1, -0.2, -0.3], [0.2, 0.2, -0.2], [0.3, -0.2, -0.1], [0.0, 0.1, -0.1], [0.1, -0.1, 0.0], [-0.2, 0.1, 0.0], [0.0, -0.1, -0.2], [0.0, -0.2, -0.1], [0.1, 0.2, 0.0], [0.1, 0.2, 0.0], [0.0, -0.1, -0.1], [-0.3, 0.0, 0.0], [0.1, -0.1, 0.0], [0.1, 0.0, -0.3], [-0.1, 0.2, -0.3], [-0.1, 0.0, 0.0], [0.0, -0.1, -0.2], [0.1, 0.0, 0.0], [0.2, 0.4, 0.0], [0.2, -0.1, 0.0], [0.1, 0.2, -0.1], [-0.2, 0.1, 0.0], [-0.1, -0.2, 0.2]],
  "total_charge": -1,
  "gap_ha": 0.047,
  "e_tot_ha": -7256.5687,
  "e_lumo_ev": 0.74
}



{
  "formula": "C26H32N2O2",
  "method": "ωB97M-V/def2-TZVPD",
  "elements": ["C", "H", "O", "C", "C", "C", "C", "C", "C", "H", "H", "C", "C", "C", "C", "C", "C", "C", "O", "C", "H", "H", "H", "H", "H", "H", "H", "H", "C", "C", "N", "H", "C", "C", "C", "C", "C", "C", "C", "H", "H", "N", "C", "H", "H", "H", "C", "H", "H", "H", "H", "H", "H", "H", "H", "H", "H", "H", "H", "H", "H", "H"],
  "xyz": [[-2.432219, -2.774398, -0.222883], [-1.955902, -3.422125, -0.967561], [-1.525830, -2.391906, 0.781159], [-0.473078, -1.599779, 0.432896], [-0.185422, -1.174979, -0.858174], [0.908665, -0.357309, -1.087941], [1.727385, 0.064659, -0.051062], [1.452990, -0.395738, 1.234550], [0.370285, -1.212662, 1.475496], [0.147505, -1.564007, 2.470618], [2.093363, -0.101856, 2.053250], [2.866262, 1.030096, -0.293137], [4.133205, 0.436102, 0.278506], [4.762030, 0.902760, 1.418129], [5.905466, 0.290892, 1.910264], [6.428934, -0.806285, 1.258512], [5.816238, -1.296130, 0.115936], [4.672448, -0.685187, -0.376964], [4.003940, -1.094343, -1.496197], [4.453822, -2.241669, -2.169321], [5.463658, -2.106617, -2.571791], [4.435822, -3.122702, -1.519619], [3.756788, -2.390762, -2.992906], [6.240640, -2.155519, -0.379031], [7.318077, -1.291960, 1.632499], [6.379768, 0.673760, 2.801270], [4.363040, 1.758459, 1.939185], [3.010238, 1.112857, -1.376827], [2.534762, 2.430555, 0.248180], [1.340754, 3.067769, -0.464108], [0.089904, 2.589114, 0.090111], [0.165681, 1.590331, 0.251202], [-1.062189, 2.827558, -0.759510], [-2.197718, 1.901906, -0.420581], [-3.085003, 1.477357, -1.397792], [-4.132757, 0.625893, -1.100584], [-4.325019, 0.146294, 0.198688], [-3.411036, 0.560657, 1.175094], [-2.382751, 1.427004, 0.872455], [-1.699435, 1.736113, 1.648251], [-3.488638, 0.182794, 2.182676], [-5.321313, -0.770642, 0.508474], [-6.122333, -1.332192, -0.551080], [-6.666621, -2.187791, -0.149787], [-6.854860, -0.621849, -0.960250], [-5.481656, -1.686660, -1.357180], [-6.049587, -0.655351, 1.751060], [-6.241301, -1.651372, 2.158087], [-7.014770, -0.153705, 1.597663], [-5.485369, -0.084301, 2.480474], [-4.806288, 0.344436, -1.894909], [-2.965437, 1.824567, -2.415290], [-1.376132, 3.872371, -0.621663], [-0.812964, 2.704603, -1.830844], [1.367398, 4.156241, -0.329806], [1.414777, 2.871517, -1.551012], [2.297997, 2.381442, 1.311397], [3.410564, 3.068455, 0.112562], [1.116535, -0.031840, -2.097066], [-0.805931, -1.465665, -1.691126], [-3.219966, -3.327591, 0.285799], [-2.867412, -1.901690, -0.718441]],
  "atomic_forces_ev_per_a": [[-0.2, -0.1, -0.2], [0.0, 0.0, 0.0], [0.3, 0.2, 0.2], [0.1, 0.0, 0.1], [-0.3, -0.2, 0.0], [0.2, 0.1, 0.2], [0.0, -0.2, -0.3], [-0.1, 0.0, -0.2], [-0.2, -0.1, 0.0], [0.0, 0.0, 0.1], [0.1, 0.0, 0.1], [0.1, 0.1, 0.1], [0.0, 0.0, -0.3], [0.0, 0.0, -0.1], [0.2, -0.1, 0.1], [0.0, 0.1, 0.1], [-0.1, -0.2, -0.3], [0.1, 0.1, 0.1], [0.1, 0.3, 0.3], [0.1, -0.2, -0.1], [0.0, 0.0, 0.0], [0.0, 0.0, 0.0], [0.1, 0.0, 0.0], [0.0, -0.1, -0.1], [0.1, 0.0, 0.0], [0.0, 0.0, 0.1], [-0.1, 0.1, 0.0], [-0.1, 0.0, 0.1], [0.0, 0.0, -0.4], [0.1, 0.2, 0.1], [-0.1, -0.3, 0.1], [-0.1, 0.1, 0.0], [0.0, 0.2, -0.1], [0.0, 0.0, -0.2], [0.2, 0.1, 0.1], [-0.2, -0.1, 0.0], [0.3, 0.2, -0.1], [-0.1, 0.0, 0.1], [-0.1, 0.1, -0.1], [0.1, 0.0, 0.1], [0.0, -0.1, 0.1], [-0.1, -0.3, 0.0], [0.1, 0.0, 0.0], [0.0, 0.0, 0.0], [0.0, 0.0, 0.0], [0.0, 0.0, -0.1], [0.0, 0.0, 0.1], [0.0, 0.1, 0.1], [0.0, 0.0, 0.0], [0.0, 0.0, 0.0], [-0.1, -0.1, 0.0], [0.0, 0.0, -0.1], [0.0, -0.1, -0.1], [-0.1, 0.0, 0.1], [0.1, -0.1, -0.1], [0.0, 0.0, 0.1], [0.1, 0.0, 0.1], [0.0, 0.0, 0.1], [0.1, 0.1, -0.1], [-0.1, 0.0, 0.0], [0.0, 0.0, -0.1], [0.0, 0.0, 0.0]],
  "smiles": "COc1ccc([C@@H](CCNCc2ccc(N(C)C)cc2)c2ccccc2OC)cc1",
  "gap_ha": 0.303,
  "relative_energy_kcal_mol": 65.0,
  "e_tot_ha": -1269.9077,
  "e_lumo_ev": 0.76
}